46
Properties=species:S:1:pos:R:3:forces:R:3:lowdin_charge:R:1 method="wB97M-V/def2-TZVPD" relative_energy_kcal_mol=2.4 smiles=CC(C)(CO)CCCCCCC(C)(C)CO
C -3.523023 -0.615494 -1.652499 -0.0281 0.1943 0.2496 -0.046
C -3.346274 0.394429 -0.518726 -0.0365 0.1190 0.0938 -0.543
C -3.314001 1.805089 -1.124361 -0.0661 -0.2813 0.1566 -0.051
C -4.558362 0.279052 0.430075 0.0966 -0.2636 -0.4203 -0.234
O -4.532586 1.177159 1.511849 0.0495 0.3901 0.2646 -0.051
C -2.037005 0.180443 0.265965 -0.1957 -0.0769 0.1259 -0.158
C -1.761410 -1.250384 0.747781 0.0410 0.1059 -0.2073 -0.185
C -0.888801 -2.086085 -0.200405 0.0851 -0.1835 0.2806 -0.210
C 0.591794 -2.104059 0.185342 -0.1829 0.2222 -0.2354 -0.211
C 1.262149 -0.734572 0.100896 0.2677 -0.3763 0.1355 -0.205
C 2.757342 -0.839200 0.394568 -0.1363 0.3223 -0.1184 -0.163
C 3.518258 0.497669 0.453081 0.0959 -0.0631 -0.1086 -0.550
C 3.013786 1.374337 1.601450 0.0695 -0.0959 -0.3028 -0.047
C 5.004015 0.193511 0.688875 -0.2923 0.1139 -0.0884 -0.052
C 3.358357 1.285854 -0.862879 -0.0760 0.1823 0.5022 -0.238
O 3.663492 0.551188 -2.021913 0.1997 -0.3223 -0.3004 -0.047
H -4.442832 -0.409057 -2.196738 -0.1095 -0.0067 -0.0922 0.085
H -3.574821 -1.631291 -1.272294 0.0026 -0.2055 0.0078 0.082
H -2.693801 -0.547475 -2.352289 0.0918 -0.0358 -0.1082 0.085
H -2.548102 1.864075 -1.894253 0.0969 0.0474 -0.0701 0.086
H -4.271683 2.051809 -1.580410 -0.1144 0.0630 -0.0791 0.087
H -3.080797 2.554077 -0.369174 0.0436 0.1276 0.0586 0.080
H -4.587868 -0.713432 0.884036 -0.0303 -0.0203 -0.0905 0.120
H -5.482839 0.410678 -0.152615 0.0867 -0.0768 -0.0091 0.127
H -4.541106 2.074263 1.160973 -0.0302 -0.0393 0.0683 0.081
H -2.085184 0.838310 1.137112 0.0695 0.0998 -0.0743 0.116
H -1.206502 0.515444 -0.356131 0.0917 0.0812 -0.0339 0.108
H -1.264645 -1.203552 1.718762 -0.0326 -0.0526 0.0858 0.111
H -2.710080 -1.761162 0.913853 -0.0457 -0.0343 0.0895 0.098
H -0.981639 -1.713283 -1.220271 -0.0508 -0.0266 -0.1211 0.100
H -1.244645 -3.119329 -0.198102 -0.0283 -0.0059 -0.1018 0.108
H 0.692567 -2.492967 1.202048 0.0346 -0.0642 0.0404 0.115
H 1.114636 -2.794006 -0.482359 0.0749 -0.0473 0.0412 0.114
H 0.790354 -0.061337 0.815611 -0.0919 0.1478 -0.0084 0.103
H 1.120992 -0.334107 -0.903767 -0.0845 0.1175 -0.0542 0.116
H 2.896204 -1.350508 1.350833 0.0599 -0.0647 0.0529 0.123
H 3.212306 -1.461377 -0.379895 0.0392 -0.0674 0.0382 0.118
H 3.046629 0.823863 2.538639 0.0002 -0.0413 0.1419 0.089
H 3.637707 2.260087 1.701839 0.0558 0.1308 0.0537 0.084
H 1.992321 1.701155 1.427742 -0.1511 0.0640 0.0368 0.076
H 5.396963 -0.480301 -0.071120 0.0896 -0.1061 -0.0650 0.078
H 5.591362 1.110152 0.678470 0.1005 0.0976 0.0194 0.085
H 5.138769 -0.285777 1.655745 0.0580 -0.0918 0.0943 0.086
H 3.980643 2.192740 -0.810570 -0.1018 -0.0325 0.0575 0.127
H 2.320395 1.601060 -0.985338 0.0233 0.0391 0.0612 0.121
H 4.576966 0.252311 -1.959436 -0.0386 0.0160 -0.0667 0.082